The following is a DFT calculation (ωB97M-V/def2-TZVPD) of a 10-piece molecular cluster, C63H154N10O19 overall.

Orbital gap = 8.60 eV
E_tot = -4469.14559 Eh
Relative energy (zero: lowest compared OMol25 entry of this formula, charge and spin) = 631.57 kJ/mol
SMILES = CC1(C)CCCC(C)(C)N1O.COCCNCCOC.COCCNCCOC.COCCNCCOC.COCCNCCOC.COCCNCCOC.COCCNCCOC.COCCNCCOC.COCCNCCOC.COCCNCCOC
Molecular weight = 1356.0 u

Geometry as XYZ:
```
246
Properties=species:S:1:pos:R:3:mulliken_charge:R:1
C -2.4390 3.8381 6.0701 -0.709
O -3.1614 3.7232 7.3461 -0.364
C -3.3987 2.4093 7.5927 -0.420
C -4.5873 2.2347 8.5666 -0.523
N -4.8411 0.8149 8.9841 -0.408
C -5.4093 0.0187 7.8668 -0.127
C -5.7272 -1.4251 8.2458 -0.682
O -5.9859 -2.2144 7.0981 -0.385
C -4.7858 -2.4304 6.2739 -0.695
H -3.0236 3.6748 5.1648 0.278
H -1.5409 3.2204 6.0663 0.304
H -2.0346 4.8502 6.0576 0.294
H -2.4731 1.9705 7.9654 0.312
H -3.6024 1.7940 6.7163 0.284
H -5.4316 2.6011 7.9827 0.275
H -4.4450 2.8561 9.4507 0.394
H -5.4996 0.6482 9.7315 0.242
H -4.6664 0.0949 7.0728 0.078
H -6.2907 0.5397 7.4931 0.262
H -6.6175 -1.4630 8.8736 0.365
H -4.9561 -1.8515 8.8874 0.399
H -4.9223 -3.3488 5.7029 0.256
H -3.9385 -2.5549 6.9483 0.344
H -4.5319 -1.6316 5.5770 0.226
C 5.0976 6.8695 -12.6824 -0.768
O 5.2349 5.5450 -12.0615 -0.312
C 5.8691 5.5814 -10.7965 -0.548
C 6.0605 4.1681 -10.3541 -0.651
N 4.7098 3.4961 -10.1784 -0.321
C 4.9459 2.0556 -10.0007 -0.611
C 3.5967 1.3796 -9.5638 -0.688
O 2.7036 1.3778 -10.6975 -0.277
C 1.4686 0.8382 -10.4645 -0.764
H 4.4094 7.6023 -12.2612 0.298
H 4.8117 6.6786 -13.7168 0.254
H 6.0719 7.3546 -12.7423 0.309
H 5.2599 6.1690 -10.1097 0.336
H 6.8691 6.0141 -10.8268 0.414
H 6.5766 4.2100 -9.3949 0.348
H 6.7566 3.6806 -11.0367 0.308
H 4.1069 3.7832 -10.9362 0.276
H 5.5925 1.8739 -9.1422 0.364
H 5.4380 1.5819 -10.8502 0.387
H 3.1577 2.0259 -8.8037 0.338
H 3.7400 0.3920 -9.1253 0.453
H 0.9878 1.4719 -9.7193 0.320
H 1.4611 -0.1335 -9.9705 0.298
H 0.8305 0.7779 -11.3462 0.238
C -0.8301 11.1658 2.3950 -0.768
O 0.3252 10.4301 1.9285 -0.306
C 1.5548 11.0112 2.2450 -0.549
C 2.6790 9.9811 1.9767 -0.695
N 2.6731 9.4045 0.6147 -0.349
C 3.7210 8.4073 0.5440 -0.403
C 3.5892 7.5738 -0.7270 -0.596
O 4.7976 6.8996 -0.9438 -0.286
C 4.6837 6.0122 -2.0057 -0.698
H -0.7597 12.1582 1.9497 0.312
H -0.8563 11.3104 3.4750 0.305
H -1.8246 10.8192 2.1141 0.263
H 1.6143 11.2596 3.3046 0.377
H 1.7815 11.9863 1.8138 0.378
H 2.7042 9.2091 2.7458 0.369
H 3.6425 10.4743 2.1050 0.352
H 1.7669 9.0022 0.4226 0.249
H 3.6235 7.7768 1.4278 0.281
H 4.6813 8.9231 0.5422 0.256
H 3.3346 8.2277 -1.5611 0.363
H 2.7556 6.8883 -0.5749 0.321
H 5.5090 5.3192 -1.8419 0.241
H 4.7474 6.4625 -2.9963 0.260
H 3.7420 5.4737 -1.8993 0.324
C -11.4474 -0.1661 -0.5431 -0.736
O -10.1456 -0.1848 0.0328 -0.373
C -9.7412 0.9648 0.7187 -0.407
C -8.6764 0.7403 1.8381 -0.490
N -8.5502 2.0166 2.5430 -0.415
C -7.6388 2.9651 1.7624 -0.509
C -7.7956 4.4065 2.3497 -0.664
O -9.0803 4.7600 2.0513 -0.269
C -9.3791 6.1413 2.0633 -0.784
H -11.4882 -1.1409 -1.0293 0.241
H -11.4904 0.6246 -1.2921 0.304
H -12.2140 -0.2533 0.2268 0.329
H -10.6212 1.2107 1.3130 0.307
H -9.5549 1.8166 0.0647 0.278
H -7.7209 0.4835 1.3809 0.298
H -9.0788 -0.0701 2.4459 0.299
H -9.4212 2.5243 2.6031 0.280
H -7.8169 2.9415 0.6873 0.275
H -6.5779 2.7250 1.8326 0.410
H -7.1147 5.1498 1.9348 0.461
H -7.6192 4.4824 3.4226 0.325
H -10.4231 6.1820 1.7528 0.222
H -8.7416 6.6497 1.3399 0.321
H -9.2480 6.5536 3.0637 0.298
C -6.0232 -8.4053 -2.4185 -0.748
O -5.4944 -7.3269 -3.1971 -0.248
C -6.3617 -6.2744 -3.4704 -0.769
C -5.7685 -5.3143 -4.5320 -0.611
N -5.7129 -6.0757 -5.7779 -0.414
C -4.6801 -5.5660 -6.6682 -0.652
C -4.4816 -6.5536 -7.8652 -0.686
O -4.1648 -7.8674 -7.4044 -0.242
C -4.1352 -8.9005 -8.3583 -0.739
H -6.3042 -8.1067 -1.4085 0.307
H -5.2227 -9.1431 -2.3645 0.208
H -6.9154 -8.8125 -2.8941 0.316
H -6.6128 -5.7250 -2.5631 0.512
H -7.3332 -6.6280 -3.8157 0.367
H -4.8095 -5.0037 -4.1173 0.320
H -6.3142 -4.3714 -4.5688 0.388
H -5.4999 -7.0016 -5.4352 0.314
H -3.7506 -5.4876 -6.1043 0.342
H -4.8267 -4.5074 -6.8825 0.418
H -3.6870 -6.3016 -8.5675 0.442
H -5.3698 -6.6396 -8.4911 0.368
H -5.1456 -9.0343 -8.7446 0.302
H -3.8541 -9.8269 -7.8575 0.206
H -3.3526 -8.5912 -9.0512 0.297
C 14.1027 -2.5090 11.5302 -0.726
O 13.6486 -3.4811 10.6390 -0.299
C 12.2763 -3.2599 10.2912 -0.477
C 11.9151 -4.1935 9.1222 -0.436
N 10.5894 -3.8207 8.5293 -0.355
C 10.3876 -4.4521 7.2364 -0.645
C 11.1810 -3.6987 6.1465 -0.340
O 11.0259 -4.2759 4.8431 -0.335
C 11.7698 -3.7702 3.7267 -0.703
H 13.7535 -2.5194 12.5627 0.278
H 13.8163 -1.5418 11.1172 0.331
H 15.1870 -2.6177 11.5108 0.242
H 12.1772 -2.2311 9.9449 0.320
H 11.6859 -3.4096 11.1952 0.316
H 11.8589 -5.1960 9.5464 0.220
H 12.7641 -4.2023 8.4386 0.262
H 10.5558 -2.8203 8.3946 0.268
H 9.3024 -4.4750 7.1373 0.305
H 10.6498 -5.5101 7.2439 0.320
H 12.2417 -3.5575 6.3538 0.328
H 10.7898 -2.6831 6.0871 0.296
H 12.8376 -3.8570 3.9273 0.300
H 11.6443 -2.6886 3.6765 0.299
H 11.4577 -4.2631 2.8059 0.231
C -12.9027 3.9836 -8.5224 -0.657
O -12.2096 3.5614 -9.7014 -0.374
C -11.0912 2.6934 -9.5935 -0.524
C -9.9027 3.4320 -8.9296 -0.282
N -8.7748 2.5255 -9.1224 -0.301
C -7.4527 3.1442 -8.7857 -0.749
C -7.0945 2.9817 -7.2663 -0.366
O -5.7397 3.3309 -7.1470 -0.328
C -5.1970 2.7743 -5.9092 -0.771
H -13.7307 4.6185 -8.8378 0.252
H -12.2696 4.5675 -7.8542 0.275
H -13.3351 3.1357 -7.9913 0.280
H -10.9643 2.4541 -10.6493 0.279
H -11.3553 1.7718 -9.0748 0.351
H -10.0023 3.7205 -7.8832 0.237
H -9.7291 4.3480 -9.4943 0.247
H -8.7111 1.9668 -9.9614 0.248
H -7.3364 4.1698 -9.1360 0.310
H -6.6625 2.6538 -9.3541 0.388
H -7.3564 1.9516 -7.0247 0.334
H -7.7557 3.6427 -6.7059 0.250
H -4.9367 1.7167 -5.9527 0.295
H -5.8610 2.9704 -5.0673 0.303
H -4.3065 3.2728 -5.5264 0.303
C 0.4856 -8.9119 1.0438 -0.852
O 0.8484 -9.0342 -0.2772 -0.278
C 0.4097 -10.2219 -0.9120 -0.595
C 0.0045 -10.0173 -2.3840 -0.698
N 1.1636 -9.6396 -3.1452 -0.330
C 0.8173 -9.0705 -4.5022 -0.529
C 2.0227 -8.7448 -5.4052 -0.712
O 2.7871 -7.6014 -5.0378 -0.349
C 3.9075 -7.8892 -4.1060 -0.648
H -0.5291 -8.5455 1.1995 0.315
H 1.2242 -8.3972 1.6583 0.272
H 0.4837 -9.9244 1.4475 0.364
H -0.4834 -10.6388 -0.4466 0.492
H 1.1868 -10.9807 -0.8198 0.297
H -0.8022 -9.2891 -2.4678 0.330
H -0.4327 -10.9082 -2.8348 0.365
H 1.7300 -9.0553 -2.5470 0.278
H 0.2810 -8.1269 -4.4013 0.320
H 0.1214 -9.7942 -4.9265 0.405
H 1.7693 -8.5917 -6.4542 0.429
H 2.6544 -9.6179 -5.5684 0.344
H 4.6987 -8.5372 -4.4831 0.296
H 3.7306 -8.2628 -3.0975 0.220
H 4.3041 -6.8812 -3.9853 0.265
C 2.1160 0.1768 9.1174 -0.855
O 3.2933 0.9416 8.8104 -0.259
C 3.7112 1.8566 9.7999 -0.364
C 5.2162 2.0300 9.4884 -0.974
N 5.5570 2.5671 8.1875 -0.388
C 5.0826 3.9130 8.1433 -0.583
C 5.9024 4.6219 7.0481 -0.589
O 5.7047 5.9451 7.4185 -0.263
C 6.5364 6.8042 6.7344 -0.783
H 1.9061 -0.5126 8.2996 0.266
H 1.1971 0.7500 9.2410 0.331
H 2.1642 -0.4112 10.0339 0.314
H 3.6871 1.3232 10.7501 0.409
H 3.1515 2.7911 9.8394 0.307
H 5.6959 1.0567 9.5920 0.372
H 5.7188 2.6535 10.2278 0.485
H 4.9532 1.9686 7.6421 0.331
H 5.1276 4.4261 9.1039 0.389
H 4.0009 4.0046 8.0451 0.302
H 5.5126 4.4341 6.0477 0.317
H 6.9597 4.3757 6.9499 0.363
H 7.6066 6.6219 6.8319 0.314
H 6.3037 7.8380 6.9897 0.258
H 6.3576 6.7103 5.6633 0.302
C 4.3912 -1.6943 1.7127 -1.535
C 2.9828 -2.2284 2.0407 1.319
C 2.0849 -1.0318 2.5192 -1.079
C 1.4357 -0.1993 1.4466 -0.668
C 0.7659 -1.1592 0.4280 -1.337
C 1.5877 -2.2285 -0.1493 1.659
N 2.2702 -2.9815 0.9506 0.350
O 2.8660 -4.2414 0.4886 -0.449
C 0.6063 -3.2066 -0.8700 -2.018
C 2.4939 -1.7354 -1.3361 -1.808
C 3.2418 -3.2251 3.2122 -1.898
H 4.8304 -0.9608 2.3888 0.374
H 4.2816 -1.1606 0.7686 0.348
H 5.1431 -2.4419 1.4602 0.351
H 1.2587 -1.4258 3.1110 0.356
H 2.7136 -0.3933 3.1398 0.433
H 2.1758 0.4697 1.0075 0.335
H 0.6380 0.4465 1.8137 0.396
H 0.3944 -0.4967 -0.3538 0.371
H -0.1042 -1.5875 0.9255 0.423
H -0.2666 -3.4605 -0.2687 0.397
H 0.2454 -2.8382 -1.8303 0.387
H 1.0718 -4.1610 -1.1165 0.495
H 3.1915 -2.5462 -1.5459 0.413
H 2.0072 -1.3295 -2.2230 0.476
H 3.1303 -0.8688 -1.1566 0.335
H 3.7709 -2.6934 4.0030 0.409
H 3.8028 -4.1053 2.8982 0.407
H 2.3490 -3.6544 3.6668 0.414
H 2.1576 -4.8164 0.7873 0.346
```